1.
The following is a DFT calculation (ωB97M-V/def2-TZVPD) of C2H4N2OS in the gas phase in a non-equilibrium geometry.

```
10
Properties=species:S:1:pos:R:3:lowdin_charge:R:1
C -0.82 -1.06 -0.82 0.047
C 0.47 -1.10 -0.74 -0.387
N -0.03 0.41 1.21 -0.664
N 0.24 1.87 0.74 0.059
O -1.16 -0.10 0.91 -0.179
S 1.24 -0.67 0.95 0.909
H -1.75 -1.37 -1.24 0.071
H 1.17 -1.66 -1.37 0.064
H 1.14 1.66 0.26 0.033
H -0.51 2.02 0.10 0.048
```

**Max |F|**: 3.097 eV Å⁻¹
**Electronic energy**: -17995.55899 eV
**Multiplicity**: 1
**Frontier orbital gap (spin up / spin down)**: 8.673 / 8.672 eV
**Energy relative to the best compared isomer or geometry (same formula, charge and spin)**: 163.74 kcal per mole



2.
The following is a DFT calculation (ωB97M-V/def2-TZVPD) of C3H6OS in the gas phase in a non-equilibrium geometry.

```
11
Properties=species:S:1:pos:R:3:lowdin_charge:R:1
C 1.58 -0.14 1.29 -0.109
C 0.32 -0.46 1.18 -0.164
C -1.55 0.51 -1.06 -0.251
O 0.96 -0.08 -1.58 -0.556
S -0.14 -0.71 -0.97 0.819
H 2.34 0.01 2.14 0.086
H 2.27 0.02 0.46 0.042
H -0.46 -0.85 1.76 0.028
H -1.07 1.28 -0.59 0.005
H -2.41 0.12 -0.52 0.041
H -1.83 0.28 -2.12 0.060
```

**Max |F|**: 5.959 eV Å⁻¹
**Electronic energy**: -16087.31821 eV
**Multiplicity**: 1
**Frontier orbital gap**: 9.496 eV
**Energy relative to the best compared isomer or geometry (same formula, charge and spin)**: 84.69 kcal per mole